# 1
59
Properties=species:S:1:pos:R:3:forces:R:3:mulliken_charge:R:1 method="wB97M-V/def2-TZVPD" e_above_lowest_ev=0.000 s2=0.778 charge=+1 gap_ev="5.952 / 6.743" energy_ev=-69178.09260 multiplicity=2 homo_ha="-0.345 / -0.374"
Ir -0.43800 -0.05873 0.30933 -0.01 -0.08 -0.11 2.785
C 0.43626 -1.54068 4.22177 -0.01 0.02 0.00 -1.851
C 0.43102 -1.03745 2.82018 0.00 -0.02 -0.01 1.572
N -0.64040 -0.70898 2.17981 0.00 -0.07 0.05 1.104
N -1.85100 -0.82751 2.78919 -0.03 0.05 0.01 -1.542
C -2.86108 -0.49010 2.02539 0.04 -0.04 -0.01 0.736
N -4.08832 -0.59051 2.55276 0.00 0.04 0.03 -0.392
S -2.76421 0.07509 0.37259 0.02 0.00 -0.02 -0.651
C 1.67901 -0.92572 2.04485 -0.06 0.00 0.01 0.332
C 2.90819 -1.30172 2.55683 0.05 -0.02 -0.01 -0.932
C 4.03165 -1.24397 1.74385 -0.03 0.01 -0.01 -0.682
C 3.89450 -0.81374 0.43707 -0.03 -0.02 0.03 -1.172
C 2.63825 -0.43448 -0.00424 0.03 0.01 0.01 -0.160
N 1.56295 -0.47177 0.77499 0.07 0.01 0.02 -0.397
H -0.57513 -1.56269 4.61081 0.00 0.00 0.00 0.388
H 1.04955 -0.89589 4.85437 0.01 0.00 0.00 0.380
H 0.85442 -2.54820 4.26139 0.00 0.00 -0.01 0.389
H -4.19377 -0.95025 3.48579 0.00 -0.02 -0.01 0.233
H -4.90256 -0.41002 1.99520 0.00 -0.01 -0.01 0.215
H 2.98085 -1.65137 3.57590 0.00 0.00 0.00 0.547
H 4.99767 -1.54081 2.12882 0.00 -0.01 0.00 0.445
H 4.73626 -0.76224 -0.23785 0.00 0.00 0.00 0.519
H 2.49804 -0.06597 -1.01092 0.00 0.00 -0.01 0.507
I -4.59226 -4.11078 -4.41647 0.00 0.00 0.00 0.105
C -3.18909 -3.34376 -3.08192 0.00 0.02 0.01 -0.446
C -2.71774 -4.13252 -2.04177 0.02 0.01 0.01 -0.254
C -1.78760 -3.60579 -1.16388 -0.02 -0.06 -0.01 -0.250
I -1.10155 -4.75657 0.42865 0.00 -0.01 0.02 0.029
C -1.30160 -2.30315 -1.30255 0.04 0.01 0.06 0.475
O -0.34954 -1.88055 -0.45639 -0.08 0.04 0.11 -0.640
C -1.79354 -1.51968 -2.34844 -0.01 0.04 -0.06 0.562
C -1.40202 -0.07720 -2.55721 0.00 0.01 0.04 -1.526
N -0.19794 0.37323 -1.80290 -0.07 -0.03 -0.10 -0.945
C 0.20829 1.70791 -2.34648 0.06 0.02 0.00 -1.433
C 1.37140 2.29472 -1.62015 -0.03 0.05 0.03 0.824
C 2.62005 2.42435 -2.15709 0.02 -0.03 0.02 -0.528
C 3.73567 2.73653 -1.36884 0.01 0.01 0.01 -0.690
C 3.56191 2.79190 0.03377 -0.01 0.00 -0.02 -0.649
C 2.33486 2.66387 0.58821 0.00 0.01 0.00 -0.386
N 1.20864 2.55538 -0.24106 -0.03 0.00 -0.09 0.570
C -2.72994 -2.04743 -3.22982 -0.01 -0.02 -0.01 -0.930
H -3.07363 -5.14469 -1.91139 0.00 0.00 0.00 0.378
H -2.22349 0.58043 -2.26124 0.01 0.02 -0.01 0.495
H -1.22268 0.09225 -3.62316 0.00 -0.02 0.00 0.735
H 0.53804 -0.29482 -2.03039 0.03 0.04 -0.04 0.434
H -0.67437 2.34611 -2.31545 -0.01 -0.01 0.03 0.445
H 0.48780 1.59148 -3.39479 -0.01 0.00 0.00 0.495
H 2.73904 2.22425 -3.21482 0.00 0.01 0.00 0.441
H 4.70896 2.86904 -1.81460 0.00 0.00 0.00 0.420
H 4.40880 2.92545 0.69204 0.00 0.01 0.00 0.474
H 2.13157 2.69148 1.64764 0.00 0.00 0.00 0.487
H -3.10358 -1.43363 -4.04095 0.00 0.00 0.00 0.461
C -2.20222 3.60703 0.27886 0.01 0.01 0.03 -0.613
O -0.86751 3.41592 -0.26600 0.01 0.03 -0.06 -0.361
C -0.05296 2.59322 0.33472 -0.02 -0.08 0.17 0.273
O -0.32845 1.92652 1.34455 0.03 0.09 -0.09 -0.685
H -2.17809 4.52180 0.86503 -0.01 -0.01 0.01 0.298
H -2.48882 2.75363 0.88228 -0.01 -0.01 0.00 0.295
H -2.86056 3.72172 -0.57592 0.01 0.00 -0.01 0.267

=====

# 2
51
Properties=species:S:1:pos:R:3:forces:R:3:mulliken_charge:R:1 method="wB97M-V/def2-TZVPD" charge=+3 gap_ev="5.185 / 5.183" energy_ev=-63174.64673 homo_ha="-0.644 / -0.644"
Ti 0.18275 0.22354 0.01352 -0.52 0.04 -0.67 0.953
O -0.25628 -1.76316 0.46796 0.32 -0.26 0.06 -0.418
C 0.28462 -2.48946 1.60894 0.00 0.08 -0.03 -0.337
C 1.12364 -1.51192 2.34117 -0.04 0.67 -0.58 0.264
C 1.80250 -1.81610 3.48534 0.25 -0.20 0.47 -0.796
C 2.57798 -0.83379 4.08709 0.10 -0.08 0.19 -0.239
C 2.64582 0.43923 3.52412 0.21 -0.09 0.35 -0.969
C 1.94724 0.68448 2.38053 -0.48 -0.73 -0.14 -0.474
N 1.19170 -0.27909 1.77014 -0.11 0.17 0.30 -0.123
H -0.81968 -2.35640 -0.04741 0.02 0.03 -0.18 0.274
H 0.87217 -3.33220 1.26211 0.08 -0.18 -0.15 0.424
H -0.53444 -2.84394 2.22467 -0.22 -0.09 0.08 0.426
H 1.72706 -2.81365 3.90417 0.05 0.08 0.03 0.481
H 3.12482 -1.05710 4.99831 -0.06 0.02 -0.09 0.476
H 3.22937 1.22831 3.98077 -0.02 -0.04 -0.01 0.469
H 1.95124 1.65610 1.94512 -0.04 0.65 -0.40 1.099
C 4.83982 4.00283 1.70736 -0.02 0.09 -0.17 -1.308
C 5.13858 3.99045 0.19048 0.37 -0.25 0.30 2.073
C 5.96652 2.73086 -0.16648 -0.19 0.21 0.05 -1.482
C 5.96031 5.23289 -0.15168 0.08 0.06 0.03 -2.180
C 3.83393 3.94258 -0.56711 0.06 0.75 -0.44 -0.289
C 3.46671 4.94113 -1.49397 -0.17 -0.18 0.01 -0.478
C 2.28667 4.87018 -2.21470 0.23 0.56 -0.27 -1.251
C 1.44648 3.80231 -1.98831 -0.42 -0.15 -0.19 1.048
S -0.04825 3.43068 -2.80223 0.14 -0.09 0.24 -0.189
C -0.23549 2.04067 -1.88260 0.05 0.50 -0.39 0.226
N 0.74689 1.83670 -0.95904 0.59 -0.30 0.22 -0.317
C 1.76260 2.82691 -1.05009 -0.27 -0.21 -0.02 -1.567
C 2.96711 2.89432 -0.36850 -0.68 -0.56 0.03 0.417
C -1.33277 1.09269 -2.03188 0.09 -0.67 0.78 1.923
C -2.30899 1.23375 -2.99277 -0.44 -0.10 -0.30 -0.895
C -3.34814 0.30363 -3.07062 0.08 -0.06 0.14 -0.738
C -3.43258 -0.77431 -2.16964 -0.29 0.16 -0.38 -0.864
C -2.47250 -0.93303 -1.20382 0.16 0.07 0.11 -0.272
C -1.41152 -0.03557 -1.12921 0.91 0.71 0.68 0.227
H 5.77887 4.00842 2.26229 -0.05 0.01 -0.02 0.483
H 4.27212 3.11977 2.02556 0.05 0.05 -0.05 0.069
H 4.27519 4.89931 1.97972 0.04 -0.11 0.03 0.402
H 6.90057 2.75452 0.39636 -0.02 -0.06 -0.07 0.453
H 6.20242 2.72248 -1.23366 0.02 -0.08 0.10 0.401
H 5.43893 1.80217 0.08791 0.12 0.14 -0.04 0.265
H 6.88348 5.21172 0.42622 0.02 0.02 -0.02 0.422
H 5.44192 6.15921 0.10858 0.00 -0.06 0.00 0.467
H 6.24038 5.27264 -1.20775 -0.02 -0.05 0.07 0.496
H 4.12743 5.77602 -1.66793 0.00 0.03 -0.02 0.581
H 2.02882 5.63048 -2.94684 0.11 -0.06 0.12 0.448
H 3.24348 2.09926 0.28666 0.21 -0.41 0.40 0.987
H -2.26587 2.06582 -3.68566 -0.12 -0.05 -0.07 0.468
H -4.11245 0.42014 -3.83191 0.07 0.00 0.05 0.461
H -4.25394 -1.47876 -2.21982 -0.03 0.10 -0.12 0.457
H -2.55822 -1.73086 -0.47987 -0.22 -0.11 -0.02 0.547

=====

# 3
55
Properties=species:S:1:pos:R:3:forces:R:3:mulliken_charge:R:1 method="wB97M-V/def2-TZVPD" e_above_lowest_ev=2.515 smiles="O=C1C(=O)N(CCN2CCOCC2)[C@H](c2ccncc2)/C1=C(/O)c1ccc2c(c1)OCO2" gap_ev=7.928 energy_ev=-40978.69534 homo_ha=-0.315
O -1.03241 -4.48919 -0.19037 0.27 0.04 0.00 -0.798
C -0.60125 -3.34643 -0.05926 -0.88 0.03 -0.09 0.621
C -1.37769 -2.13185 -0.06150 0.04 -0.28 -0.06 -0.415
C -2.70665 -2.16652 -0.40599 0.37 -0.13 0.07 0.408
O -3.29510 -3.33337 -0.62556 0.06 -0.05 -0.02 -0.613
H -2.62345 -4.06505 -0.50537 0.02 0.24 0.03 0.442
C -3.56885 -1.00525 -0.65158 -0.39 -0.03 -0.19 -0.075
C -4.58939 -1.14575 -1.59308 0.23 -0.14 0.12 -0.742
C -5.44741 -0.10238 -1.91328 -0.12 0.41 0.06 -0.997
C -5.26064 1.08788 -1.24954 0.52 -0.15 0.41 0.922
C -4.25188 1.23257 -0.29086 -0.35 -0.20 -0.45 1.068
C -3.39628 0.21119 0.02692 -0.12 0.17 -0.03 -1.305
H -2.66121 0.33486 0.79995 0.06 0.05 0.10 0.789
O -4.29446 2.49962 0.22110 0.28 -0.33 0.12 -0.510
C -5.36608 3.14714 -0.43267 -0.34 1.21 0.26 -0.261
O -5.95253 2.25490 -1.35855 -0.07 -0.45 -0.28 -0.471
H -4.99214 4.03598 -0.96412 -0.04 -0.27 0.08 0.261
H -6.11974 3.45619 0.30854 0.17 -0.16 -0.16 0.244
H -6.22848 -0.21636 -2.64538 -0.10 -0.03 -0.11 0.439
H -4.70454 -2.09582 -2.08937 -0.02 -0.07 -0.03 0.457
C -0.45424 -0.97179 0.19211 -0.28 0.21 0.01 0.407
N 0.86145 -1.58750 0.11123 -0.17 -0.02 -0.14 0.377
C 0.85491 -2.94289 0.05482 0.66 -0.10 -0.03 0.420
O 1.83428 -3.65312 0.06252 -0.13 -0.19 -0.01 -0.673
C 2.07489 -0.82304 0.20863 0.43 0.14 -0.19 -0.612
H 2.87286 -1.54223 0.40976 -0.07 0.11 0.07 0.473
H 2.00181 -0.11808 1.04317 0.03 -0.12 0.00 0.142
C 2.37337 -0.06912 -1.10736 -0.13 -0.17 0.18 -0.954
N 3.64055 0.61384 -1.17036 0.05 0.07 0.03 0.136
C 4.81001 -0.24689 -1.15830 0.25 0.24 -0.11 -0.430
C 6.02622 0.60067 -1.53691 -0.08 -0.40 -0.08 -0.771
O 6.19953 1.67333 -0.63993 0.12 -0.01 0.13 -0.387
C 5.05416 2.48972 -0.61383 -0.35 0.15 0.18 -0.804
C 3.81122 1.69068 -0.21323 0.31 0.17 -0.16 -0.394
H 3.94890 1.31683 0.81544 -0.04 0.06 -0.01 0.293
H 2.93341 2.33963 -0.24208 -0.02 0.03 0.04 0.349
H 4.88861 2.93309 -1.60735 -0.01 -0.01 0.09 0.390
H 5.25725 3.28058 0.11024 -0.05 0.00 -0.06 0.366
H 5.89121 0.98753 -2.55799 0.02 -0.07 0.06 0.374
H 6.94177 0.00957 -1.48775 -0.06 0.00 -0.06 0.368
H 4.98793 -0.69376 -0.16659 0.01 -0.05 -0.05 0.295
H 4.67336 -1.04575 -1.88843 0.03 -0.05 0.01 0.426
H 2.34356 -0.79032 -1.92908 -0.11 0.01 0.02 0.243
H 1.59282 0.67904 -1.28021 -0.06 -0.07 -0.06 0.307
C -0.59234 -0.36615 1.57670 0.11 0.26 0.17 -0.448
C -0.41770 0.99851 1.78235 -0.06 -0.29 0.07 0.355
C -0.48106 1.48701 3.07871 0.06 0.16 -0.24 -0.446
N -0.69384 0.72123 4.13325 -0.04 0.32 0.50 -0.618
C -0.85216 -0.57605 3.93905 0.00 -0.40 -0.17 -0.684
C -0.80544 -1.17264 2.68825 0.03 0.23 -0.06 -0.598
H -0.93047 -2.23902 2.57985 -0.05 -0.12 0.04 0.492
H -1.02090 -1.16589 4.82970 -0.03 -0.13 0.03 0.431
H -0.35136 2.54150 3.28219 0.02 0.12 -0.06 0.408
H -0.24698 1.66598 0.95050 0.01 0.09 -0.11 0.477
H -0.55744 -0.18692 -0.56909 0.01 -0.05 0.10 0.822

=====

# 4
51
Properties=species:S:1:pos:R:3:forces:R:3:mulliken_charge:R:1 method="wB97M-V/def2-TZVPD" e_above_lowest_ev=0.654 smiles=COc1ccccc1[C@H]1c2[nH]c3ccccc3c2CCN1Cc1cnc(C)s1 gap_ev=8.347 energy_ev=-41577.79466 homo_ha=-0.284
C 2.60114 3.34895 1.50993 0.20 0.16 0.09 -1.059
H 3.21527 3.50860 0.61854 -0.04 0.01 0.01 0.415
O 1.47244 2.56191 1.22318 -0.31 -0.14 -0.13 -0.309
C 0.60752 2.98567 0.26101 -0.19 0.04 -0.12 0.058
C 0.68089 4.21688 -0.37807 0.31 -0.04 0.24 -0.523
C -0.26392 4.56513 -1.33014 -0.14 -0.04 -0.09 -0.699
C -1.28682 3.69602 -1.65330 -0.02 0.15 -0.14 -1.082
C -1.36082 2.46416 -1.02173 0.09 0.05 0.12 -0.039
C -0.42904 2.09776 -0.06839 0.04 -0.04 0.21 0.032
C -0.44452 0.74316 0.61312 0.13 0.22 0.00 0.830
C -1.73046 0.00525 0.43950 0.13 -0.36 -0.17 -0.954
C -1.90785 -1.06762 -0.38654 0.33 0.27 0.12 0.473
C -3.26489 -1.48372 -0.24532 -0.25 0.27 0.31 0.420
C -4.03235 -2.50131 -0.80976 0.03 0.06 0.04 -0.382
C -5.35352 -2.61291 -0.43861 -0.09 -0.19 -0.12 -0.672
C -5.92727 -1.73293 0.48260 -0.07 0.07 0.08 -0.479
C -5.19284 -0.71713 1.05749 -0.07 0.06 0.07 -0.919
C -3.86025 -0.59801 0.68924 -0.19 -0.46 -0.31 -0.438
N -2.90389 0.29297 1.09192 0.12 0.30 0.18 0.004
H -3.03971 1.05396 1.73468 -0.01 -0.05 -0.05 0.232
H -5.63673 -0.03688 1.77003 -0.07 0.05 0.06 0.416
H -6.96731 -1.85341 0.74802 -0.07 0.01 0.03 0.383
H -5.96518 -3.39505 -0.86441 -0.04 -0.06 -0.04 0.395
H -3.59408 -3.18480 -1.52202 0.02 -0.08 -0.08 0.467
C -0.80400 -1.61592 -1.22812 0.10 0.17 0.16 -0.578
C 0.35387 -0.60188 -1.22519 -0.01 -0.18 -0.31 -1.069
N 0.66645 -0.04936 0.08162 0.02 0.05 0.13 0.411
C 1.17844 -1.02251 1.03034 -0.09 0.00 0.12 -0.846
C 2.44418 -1.62401 0.53140 0.16 -0.12 0.02 0.429
C 2.73677 -2.92651 0.27505 -0.50 0.66 0.29 -0.636
N 3.98722 -3.17296 -0.18468 0.61 -0.74 -0.32 -0.556
C 4.68358 -2.10302 -0.30180 -0.19 0.83 0.22 0.667
C 6.08317 -2.05092 -0.78396 0.19 0.07 -0.06 -1.162
H 6.73294 -1.62611 -0.02022 0.10 0.00 0.00 0.295
H 6.15610 -1.42777 -1.67410 0.08 0.01 -0.06 0.290
H 6.41521 -3.05811 -1.02039 0.01 -0.02 -0.01 0.323
S 3.82436 -0.63933 0.16722 -0.04 -0.73 -0.14 -0.146
H 2.06392 -3.75378 0.41343 -0.23 -0.08 0.06 0.452
H 1.38447 -0.48394 1.96224 -0.13 -0.08 -0.02 0.487
H 0.46518 -1.83430 1.25442 0.07 0.05 0.04 0.256
H 0.09411 0.24468 -1.86631 0.04 -0.08 -0.06 0.460
H 1.25885 -1.06535 -1.62516 -0.06 0.09 -0.04 0.485
H -0.46768 -2.58097 -0.83456 0.00 -0.05 -0.07 0.267
H -1.14231 -1.78321 -2.25303 0.05 -0.04 -0.03 0.482
H -0.24752 0.91588 1.67908 -0.01 -0.10 -0.10 0.876
H -2.15388 1.77635 -1.27714 -0.08 -0.10 0.01 0.382
H -2.02187 3.96800 -2.39526 -0.06 0.03 -0.07 0.415
H -0.19214 5.52596 -1.81815 0.01 0.08 -0.03 0.380
H 1.46968 4.91406 -0.14285 0.08 0.04 0.05 0.426
H 2.32225 4.31730 1.94002 0.02 -0.05 -0.04 0.384
H 3.17554 2.78340 2.24225 0.00 0.08 -0.04 0.256